#P
Molecular formula: C2H2O3S
Method: DFT, ωB97M-V/def2-TZVPD

Last column: natural (NBO) charge in e.
Element x y z (Å)
C 0.3583 0.8370 0.3489  0.720
C -0.1870 -0.5110 0.0845  0.063
H 1.7866 1.6205 1.3694  0.495
H -1.4232 -1.9072 0.8816  0.509
O 1.4776 0.7400 1.1527  -0.682
O -0.1466 1.8463 0.0224  -0.519
O -0.7691 -1.2372 1.1100  -0.663
S -0.3680 -0.7789 -1.4458  0.076

HOMO energy ... -9.54 eV
Structure (SMILES) ... O=C(O)C(O)=S
Gap between HOMO and LUMO ... 9.17 eV

#Q
Molecular formula: C2H2O3S
Method: DFT, ωB97M-V/def2-TZVPD

Last column: natural (NBO) charge in e.
Element x y z (Å)
C 1.0574 -0.1278 -0.1026  0.717
C -0.3935 0.3178 -0.0810  0.142
H 2.5711 -0.1484 0.9541  0.502
H -1.5808 1.7591 -0.2696  0.506
O 1.6702 0.1676 1.0529  -0.652
O 1.6055 -0.6623 -1.0408  -0.541
O -0.6264 1.6059 -0.3215  -0.626
S -1.6355 -0.7276 0.1808  -0.049

HOMO energy ... -9.58 eV
Structure (SMILES) ... O=C(O)C(O)=S
Gap between HOMO and LUMO ... 9.32 eV

Stability check: which of them is most stable? #Q.